This record from the Open Molecules 2025 dataset describes C35H52P4RhS as an isolated structure. The level of theory is ωB97M-V/def2-TZVPD.

The geometry in XYZ format:
```
93
Properties=species:S:1:pos:R:3
C 2.54040 2.28037 0.41104
H 3.80598 -0.29400 -1.22147
H -2.72118 -0.35883 6.14510
H -5.47986 -2.66012 1.38711
H -1.76255 -2.62499 6.60131
C -3.32662 0.10770 -0.27805
H 0.49681 4.14447 3.03478
H 0.64516 2.39962 -6.12995
C 2.68011 1.15310 -3.40292
P 1.55696 -2.60538 0.44890
C -2.78177 3.49953 2.35188
C -0.86646 -2.78348 4.62805
C 1.88715 3.67277 -2.49102
H -2.74601 0.92914 -0.71197
H -1.74819 5.23532 3.12827
H 4.72403 0.84580 -0.20127
C -3.59615 -1.62584 1.39583
H -0.58304 4.39325 -2.22976
H 3.38303 2.70132 0.98248
C 2.88771 0.46179 2.48952
C -1.99166 -2.92559 -1.42040
H 3.33812 -4.15314 -0.23891
C 3.19284 3.45832 -2.91354
H 2.52768 -3.43824 -1.64398
H 0.91965 -4.84349 1.27334
H 0.70236 1.78899 2.28571
H 3.90420 4.28035 -2.87459
C -1.65127 4.20920 2.75907
C -1.94028 -0.25733 4.13443
H -3.21845 -2.18266 2.25169
H 3.70477 -2.49025 -0.72461
C -1.61034 -0.73128 -3.09365
C 1.39674 1.35833 -2.90732
C 2.39761 -2.68134 2.09270
H 1.60777 2.75393 0.72583
C 4.03267 -0.01553 -0.18601
C -2.64808 2.18318 1.89323
H -1.02112 0.10276 -3.48551
C 0.41954 -2.74122 -2.97341
C -0.14860 3.72977 -4.68229
C -0.27699 2.28741 2.27034
H -4.99630 0.40190 -1.61499
S -0.76643 3.09102 -2.45026
C -2.13832 -0.87165 5.37445
C -4.87315 -1.89474 0.90377
H 4.57511 2.07057 -3.83795
Rh 0.52308 -0.60895 -0.22027
C 2.90241 -3.22586 -0.64106
H 1.97002 0.37180 3.08494
H -1.18866 3.40847 -4.78307
H -3.76804 3.95995 2.39929
C -4.60124 -0.17753 -0.77590
H -0.14798 -2.69991 2.60479
H -0.06444 -2.87542 -3.95264
P -1.12441 -0.20132 1.40083
C 0.85829 3.15156 -5.36971
H 3.42715 -2.31615 2.03519
H 0.68904 0.52431 -2.89973
C -0.69592 -2.17309 3.38183
H 0.61063 -3.73256 -2.54820
H -6.38741 -1.37349 -0.55101
H -0.43637 -3.76900 4.81299
C -1.22157 -0.90351 3.10557
C -1.60647 -2.13571 5.62445
C -0.39125 3.60408 2.71223
H 2.44291 -3.71496 2.46677
H -2.35380 0.73126 3.97542
P 2.47967 0.47806 0.68335
P -0.67245 -1.73824 -1.89235
H 4.53249 -0.84839 0.32933
H 0.33141 -4.57984 -0.37579
C -5.38252 -1.17353 -0.17738
H -2.30750 -3.48968 -2.30889
H -0.50382 -3.83090 0.99960
H 1.85436 -2.09032 2.83272
H 2.70672 2.46803 -0.65042
H 3.38676 1.41030 2.74259
H -1.65525 -3.63673 -0.66436
H -2.85341 -2.37934 -1.02391
C -1.38860 1.56978 1.81904
H 1.85858 3.58602 -5.33710
H 3.57556 -0.36144 2.73261
H -2.50316 -0.31801 -2.61589
H 1.37395 -2.22549 -3.13004
H 0.06062 4.71999 -4.22255
C -2.80597 -0.61991 0.80718
H -3.55922 1.64093 1.61532
C 0.96198 2.63383 -2.52760
C 0.47642 -4.09620 0.59518
H -1.90513 -1.36831 -3.93887
C 3.57393 2.21842 -3.42823
H 1.52848 4.65113 -2.16709
H 2.96653 0.17502 -3.81415
```

E_tot (eV): -88110.02754
Net charge: +3
Multiplicity: 5
LUMO energy (alpha / beta) (eV): -7.541 / -11.510
Gap between HOMO and LUMO (alpha / beta) (eV): 7.533 / 4.588
Highest occupied orbital energy (alpha / beta) (eV): -15.07 / -16.10
Maximum force (hartree/bohr): 0.0632